Record 1
Density functional theory data (the ωB97M-V functional and the def2-TZVPD basis) for a cluster of 2 separate species, C4H13N2S in total in a non-equilibrium geometry.

Summary:
Orbital gap ... 8.3935 eV
ΔE to the lowest compared entry with this formula, charge and spin ... 54.5 kJ/mol
Total energy ... -18167.92808 eV
E_LUMO ... -4.190 eV

The geometry in ORCA input format:
```
! wB97M-V def2-TZVPD RIJCOSX def2/J DEFGRID3
* xyz 1 1
C 2.01061 1.94152 -0.38487
C 0.89288 0.97863 0.02651
C 1.09897 0.44045 1.44898
S -0.32620 -0.70133 1.98220
H 1.81155 2.43069 -1.34850
H 2.99177 1.44073 -0.44105
H 2.07134 2.71969 0.38886
H -0.09740 1.49399 0.03598
H 0.82976 0.13037 -0.67889
H 1.12253 1.28504 2.15173
H 2.04076 -0.14041 1.53627
H 0.11145 -0.94207 3.24519
N -1.39388 -2.48070 -1.17292
C -1.73155 -1.21681 -1.43991
N -2.60815 -0.49857 -0.73373
H -1.80174 -2.99461 -0.41200
H -0.49848 -2.80389 -1.50111
H -1.06169 -0.69192 -2.12041
H -2.55772 0.49830 -0.71629
H -2.90482 -0.88910 0.13397
*
```

---

Record 2
Density functional theory data (the ωB97M-V functional and the def2-TZVPD basis) for a cluster of 2 separate species, C4H13N2S in total in a non-equilibrium geometry.

Summary:
Orbital gap ... 9.4375 eV
ΔE to the lowest compared entry with this formula, charge and spin ... 65.2 kJ/mol
Total energy ... -18167.81678 eV
E_LUMO ... -3.228 eV

The geometry in ORCA input format:
```
! wB97M-V def2-TZVPD RIJCOSX def2/J DEFGRID3
* xyz 1 1
C -1.34405 0.83612 1.51352
C 1.08402 0.54776 -2.41738
C 0.16405 0.65104 1.26507
C 1.32007 0.33410 -0.98231
N 2.31445 -0.40466 -0.53683
N 0.43332 0.81666 -0.13401
S -2.36594 -2.65229 0.43755
H -1.64147 0.89937 2.57380
H -1.71651 1.70713 0.88920
H -1.90110 0.06424 0.94395
H 1.74344 1.28065 -2.86725
H 0.09550 0.80471 -2.51780
H 1.12784 -0.38331 -3.02272
H 0.50099 -0.29229 1.67782
H 0.53225 1.56460 1.89482
H 2.19311 -0.81672 0.40143
H 3.05205 -0.84118 -1.06706
H -3.06054 -1.86740 1.29017
H -0.20413 1.47304 -0.51552
H -2.32734 -3.72158 1.17356
*
```

---

Record 3
Density functional theory data (the ωB97M-V functional and the def2-TZVPD basis) for the ion C4H13N2S2 with charge +1 in a non-equilibrium geometry.

Summary:
Orbital gap ... 8.3060 eV
ΔE to the lowest compared entry with this formula, charge and spin ... 143.3 kJ/mol
Structure (SMILES) ... NCCSSCC[NH3+]
Total energy ... -29002.39119 eV
E_LUMO ... -3.463 eV

The geometry in ORCA input format:
```
! wB97M-V def2-TZVPD RIJCOSX def2/J DEFGRID3
* xyz 1 1
N -0.98608 -2.68137 -1.14618
C -1.44976 -1.34293 -1.56332
C -1.62035 -0.34177 -0.42760
S -0.75167 -0.81795 1.09925
S 0.78443 0.43496 1.57753
C 1.95463 0.93408 0.32198
C 1.54273 2.20228 -0.42180
N 0.28917 2.07052 -1.15654
H -0.95800 -3.32896 -1.92151
H -1.63545 -3.11621 -0.49710
H -0.08963 -2.60729 -0.64130
H -2.37560 -1.37979 -2.13587
H -0.85192 -0.95658 -2.38088
H -2.65820 -0.10447 -0.18756
H -1.21423 0.61471 -0.73216
H 2.33671 0.25211 -0.42833
H 2.82813 1.10881 0.93047
H 1.39960 3.03311 0.26239
H 2.39537 2.52026 -1.00948
H -0.43101 2.64620 -0.76034
H 0.38958 2.41524 -2.10496
*
```

---

Record 4
Density functional theory data (the ωB97M-V functional and the def2-TZVPD basis) for a cluster of 2 separate species, C4H13N2S2 in total.

Summary:
Orbital gap ... 9.5355 eV
ΔE to the lowest compared entry with this formula, charge and spin ... 0.0 kJ/mol
Total energy ... -29003.87688 eV
E_LUMO ... -3.110 eV

The geometry in ORCA input format:
```
! wB97M-V def2-TZVPD RIJCOSX def2/J DEFGRID3
* xyz 1 1
C 1.74374 0.15978 -1.83123
S 1.92670 -0.11416 -0.04044
S 0.33886 -1.31939 0.41489
C 0.85935 -3.00683 0.02456
H 2.05335 -0.72982 -2.36330
H 0.71655 0.42961 -2.06904
H 2.40454 0.98657 -2.06699
H 1.20720 -3.52977 0.90736
H 0.02942 -3.53853 -0.42376
H 1.66490 -2.95041 -0.69780
C -3.25204 0.84164 -0.60208
N -1.92150 1.02538 -0.01289
C -1.63700 1.99034 0.81582
N -0.47292 2.12500 1.39636
H -4.02303 0.90437 0.16010
H -3.28122 -0.14047 -1.06198
H -3.42389 1.59352 -1.36301
H -1.27675 0.23270 0.00306
H -2.39467 2.73706 1.03369
H 0.27145 1.45476 1.22627
H -0.23706 2.91397 1.97370
*
```

---

Record 5
Density functional theory data (the ωB97M-V functional and the def2-TZVPD basis) for a cluster of 3 separate species, C4H13N2S2 in total in a non-equilibrium geometry.

Summary:
Orbital gap ... 2.7236 eV
ΔE to the lowest compared entry with this formula, charge and spin ... 660.2 kJ/mol
Total energy ... -28997.03449 eV
E_LUMO ... -8.785 eV

The geometry in ORCA input format:
```
! wB97M-V def2-TZVPD RIJCOSX def2/J DEFGRID3
* xyz 1 1
C -3.10554 -2.38551 -0.32682
S -1.87108 -1.62040 -1.46940
S 2.37022 0.59242 1.10580
C 3.09808 1.01573 2.71409
H -2.66039 -3.00108 0.44089
H -3.72690 -1.59786 0.14948
H -3.72644 -3.06896 -0.93116
H 3.03959 2.11095 2.73177
H 2.33936 0.70154 3.50943
H 4.11446 0.75841 2.98791
C -0.97590 1.53777 -0.25529
N 0.26695 1.16286 -0.82544
C 0.29116 0.29743 -1.78932
N 1.26701 -0.65719 -1.92755
H -0.87018 2.53203 0.18062
H -1.21126 0.88728 0.58451
H -1.82988 1.54106 -0.99984
H 1.00415 1.19563 -0.05576
H -0.44936 0.35531 -2.61019
H 1.76567 -0.78875 -1.00601
H 0.87030 -1.56865 -2.20773
*
```

---

Record 6
Density functional theory data (the ωB97M-V functional and the def2-TZVPD basis) for an isolated molecule of C4H13N3.

Summary:
Orbital gap ... 9.6592 eV
ΔE to the lowest compared entry with this formula, charge and spin ... 69.2 kJ/mol
Structure (SMILES) ... NCCCNCN
Total energy ... -8828.69543 eV
E_LUMO ... 1.138 eV

The geometry in ORCA input format:
```
! wB97M-V def2-TZVPD RIJCOSX def2/J DEFGRID3
* xyz 0 1
C -0.26102 0.50249 0.94774
C 0.30475 1.57072 0.03976
C 0.10616 1.25863 -1.45827
N -0.49030 2.38710 -2.14458
N 0.53519 -0.70732 0.86219
C -0.16716 -1.91893 1.19398
N 0.63028 -3.05667 0.80787
H -1.31576 0.28236 0.73093
H -0.22572 0.86622 1.98079
H 1.35242 1.75358 0.28411
H -0.18128 2.53029 0.20747
H -0.50365 0.35486 -1.52868
H 1.05007 1.04899 -1.97126
H -1.42708 2.61400 -1.83587
H -0.45691 2.33174 -3.14825
H 1.05179 -0.80966 -0.00522
H -0.42361 -1.86733 2.25529
H -1.11381 -2.00771 0.63469
H 1.44438 -3.22543 1.38789
H 0.09128 -3.90793 0.75943
*
```

---

- Which of these has the lowest ΔE to the lowest compared entry with this formula, charge and spin?
  number 4